2 unconnected molecules or ions with the total composition C3H11N3, computed with ωB97M-V/def2-TZVPD.

```
17
Properties=species:S:1:pos:R:3
H -3.329 -1.572 -0.619
N -2.388 -1.443 -0.953
H -2.331 -1.503 -1.957
H 1.146 3.796 0.172
H 0.283 1.021 1.710
H 0.233 -3.517 -0.383
H 2.515 1.393 1.045
C -0.289 -2.647 -0.761
N 1.772 3.215 0.717
C 1.696 1.781 0.426
C -1.478 -2.277 -0.303
H -0.022 0.464 0.166
H 0.116 -2.223 -1.676
H 1.907 1.669 -0.626
H 1.556 3.400 1.690
H -1.823 -2.718 0.627
N 0.434 1.161 0.725
```

Summary:
E_LUMO (eV): 1.0
ΔE to the lowest compared entry with this formula, charge and spin (eV): 1.465
E_tot (eV): -7758.6188

2 unconnected molecules or ions with the total composition C3H11N3 at a distorted geometry, computed with ωB97M-V/def2-TZVPD.

```
17
Properties=species:S:1:pos:R:3
H 0.812 -2.049 0.219
H -0.062 -1.261 1.618
N -2.856 -0.094 -1.056
H 0.679 2.167 0.662
H -3.186 0.009 -0.102
H -1.167 -0.629 -1.947
N -1.481 -0.511 -0.985
C 0.932 1.277 1.238
H -0.706 0.226 -0.580
H 0.204 1.133 2.037
H 2.791 0.620 -0.447
H -3.402 -0.844 -1.478
N 1.906 0.217 -0.728
H 2.049 -0.626 -1.265
H 1.906 1.448 1.701
C 0.614 -1.156 0.788
C 0.967 0.074 0.325
```

Summary:
E_LUMO (eV): 0.9
ΔE to the lowest compared entry with this formula, charge and spin (eV): 3.107
E_tot (eV): -7756.9768